No. 1
19 unconnected molecules or ions with the total composition C23H42Cl36FNO2S2, computed with ωB97M-V/def2-TZVPD.

Atoms and positions in Å:
O  -0.628  -2.029  2.085
C  0.062  -1.704  1.164
C  0.608  -2.706  0.188
C  1.204  -3.918  0.925
F  1.716  -3.555  2.167
O  0.303  -0.361  0.950
C  1.612  0.086  1.209
S  2.734  0.038  -0.231
N  2.189  -0.614  2.359
C  3.383  -0.859  2.390
S  4.829  -1.432  2.421
H  -0.246  -3.080  -0.383
H  1.316  -2.279  -0.515
H  2.039  -4.336  0.361
H  0.441  -4.683  1.043
H  1.502  1.125  1.497
H  2.223  1.029  -0.967
C  4.355  -5.220  2.510
Cl  6.060  -5.184  2.983
Cl  4.022  -6.489  1.318
H  3.753  -5.408  3.392
H  4.098  -4.261  2.078
C  0.462  2.587  4.294
Cl  0.329  2.864  2.545
Cl  0.155  4.055  5.221
H  -0.264  1.833  4.574
H  1.467  2.243  4.507
C  -0.143  5.027  -0.375
Cl  0.695  3.563  -0.910
Cl  0.916  6.441  -0.436
H  -0.987  5.197  -1.032
H  -0.474  4.882  0.647
C  0.346  2.110  -4.210
Cl  1.227  0.907  -3.254
Cl  -1.007  1.394  -5.091
H  -0.037  2.865  -3.535
H  1.033  2.550  -4.924
C  0.662  -2.043  5.021
Cl  0.344  -0.703  6.139
Cl  1.347  -3.447  5.853
H  -0.272  -2.333  4.556
H  1.363  -1.706  4.273
C  -0.019  7.142  -4.038
Cl  -1.034  5.699  -3.885
Cl  0.968  7.099  -5.503
H  -0.664  8.011  -4.080
H  0.638  7.191  -3.179
C  -3.535  -1.529  3.366
Cl  -5.065  -1.254  2.517
Cl  -3.151  -0.221  4.496
H  -3.616  -2.452  3.927
H  -2.738  -1.592  2.638
C  0.711  8.951  -8.769
Cl  -0.860  9.063  -9.574
Cl  1.034  10.352  -7.745
H  0.713  8.063  -8.149
H  1.481  8.893  -9.529
C  6.129  2.693  0.494
Cl  6.476  1.229  -0.432
Cl  4.430  2.789  0.963
H  6.738  2.684  1.390
H  6.364  3.554  -0.122
C  -2.406  -5.956  -0.409
Cl  -0.746  -6.298  -0.934
Cl  -2.444  -4.749  0.880
H  -2.962  -5.579  -1.259
H  -2.844  -6.876  -0.040
C  -8.291  1.185  3.700
Cl  -9.818  1.450  2.839
Cl  -7.944  2.491  4.839
H  -8.364  0.256  4.253
H  -7.490  1.134  2.975
C  -8.960  -2.052  1.236
Cl  -8.374  -3.607  1.842
Cl  -7.638  -0.898  1.000
H  -9.447  -2.212  0.289
H  -9.655  -1.636  1.957
C  6.077  2.623  -4.013
Cl  7.361  3.695  -3.439
Cl  4.647  2.697  -2.979
H  5.796  2.928  -5.014
H  6.450  1.606  -4.010
C  0.302  -7.758  2.457
Cl  0.561  -6.582  3.753
Cl  -0.735  -9.095  2.975
H  -0.192  -7.252  1.637
H  1.261  -8.160  2.151
C  -12.808  -2.758  -1.253
Cl  -11.759  -3.155  0.117
Cl  -12.650  -1.066  -1.735
H  -12.527  -3.385  -2.090
H  -13.835  -2.942  -0.962
C  8.748  -1.111  2.416
Cl  7.840  -2.627  2.486
Cl  9.960  -1.117  1.129
H  8.048  -0.305  2.223
H  9.251  -0.967  3.364
C  7.575  -8.647  4.064
Cl  9.277  -8.599  4.542
Cl  7.257  -9.919  2.877
H  6.974  -8.838  4.945
H  7.313  -7.693  3.624
C  -4.382  10.526  -9.949
Cl  -4.569  10.683  -11.700
Cl  -4.752  12.032  -9.102
H  -5.061  9.758  -9.598
H  -3.355  10.258  -9.737

Results
**Charge**: 0
**Energy**: -505312.453 eV
**HOMO level**: -9.710 eV

Löwdin population analysis, charges in e, atoms 1 to 99: 0.11 -0.45 -0.06 -0.19 -0.07 -0.02 -0.65 0.75 0.07 -0.79 0.78 0.11 0.08 0.11 0.04 0.01 -0.21 -1.01 0.52 0.53 0.02 -0.03 -1.00 0.58 0.53 -0.01 0.03 -1.01 0.53 0.54 -0.01 -0.01 -1.03 0.51 0.52 -0.05 0.03 -1.02 0.52 0.51 0.01 -0.02 -1.00 0.54 0.53 0.03 -0.02 -1.02 0.48 0.51 0.03 -0.01 -1.03 0.52 0.50 -0.03 0.03 -1.00 0.49 0.51 0.02 0.02 -0.97 0.55 0.57 0.03 0.03 -1.05 0.49 0.51 0.03 -0.02 -1.05 0.51 0.49 -0.05 0.01 -1.01 0.50 0.49 0.02 0.03 -1.03 0.51 0.51 -0.04 0.01 -1.00 0.56 0.51 0.03 0.02 -1.01 0.45 0.51 0.00 0.03 -1.04 0.50

No. 2
A molecular structure, C23H42Cl3CuN2O4Si, computed with ωB97M-V/def2-TZVPD.

Atoms and positions in Å:
C  1.355  7.505  1.206
C  1.052  8.105  -0.137
H  2.376  7.793  1.521
H  1.228  6.411  1.158
H  0.676  7.846  2.017
C  1.570  9.290  -0.528
C  2.569  10.127  0.198
H  1.246  9.793  -1.449
H  3.456  9.553  0.509
H  2.149  10.642  1.082
H  2.887  10.929  -0.498
Cu  -0.894  2.401  0.540
Cl  -2.818  1.455  0.879
Cl  -1.656  4.472  0.545
C  -2.067  1.678  -2.243
O  -0.978  1.328  -1.740
N  -2.221  1.882  -3.567
C  -1.046  1.751  -4.411
C  -3.503  2.298  -4.128
H  -2.958  1.849  -1.613
H  -0.421  0.875  -4.165
H  -0.410  2.648  -4.351
H  -1.403  1.705  -5.440
H  -4.305  2.025  -3.430
H  -3.609  1.844  -5.107
H  -3.495  3.388  -4.269
H  3.978  1.283  2.425
H  2.997  2.893  0.376
C  4.674  0.999  1.618
C  3.806  2.383  -0.259
N  4.058  1.090  0.305
H  5.046  -0.021  1.767
C  3.664  -0.031  -0.359
O  2.996  -0.066  -1.382
H  3.406  2.292  -1.278
H  4.065  -0.958  0.100
H  5.513  1.697  1.662
H  4.704  3.024  -0.193
O  0.441  6.012  -1.196
C  0.049  7.372  -1.041
C  0.989  8.211  -3.232
C  -0.116  8.073  -2.393
H  1.904  7.686  -2.935
C  0.899  9.022  -4.374
H  -0.897  7.439  -0.493
C  -1.344  8.656  -2.748
H  1.761  9.042  -5.045
C  -0.265  9.743  -4.616
C  -1.405  9.535  -3.831
H  -2.233  8.373  -2.144
H  -0.307  10.428  -5.448
H  -2.363  10.007  -4.081
Si  0.643  5.022  -2.579
Cl  1.305  3.109  1.142
C  2.093  5.505  -3.677
C  -0.973  5.205  -3.595
C  1.004  3.299  -2.107
H  1.898  6.396  -4.288
H  2.302  4.688  -4.375
H  3.014  5.642  -3.094
H  1.357  3.210  -1.068
H  1.582  2.626  -2.762
H  -0.011  2.882  -2.058
H  -1.080  6.241  -3.940
H  -1.837  4.977  -2.948
H  -1.076  4.570  -4.480
C  0.327  -1.852  -0.464
C  -0.079  -0.708  0.446
C  -0.933  -0.999  1.638
O  0.286  0.452  0.208
H  -0.037  -2.832  -0.133
H  1.425  -1.852  -0.510
H  -0.047  -1.649  -1.476
H  -0.374  -0.718  2.538
H  -1.813  -0.334  1.602
H  -1.258  -2.038  1.675

Results
**Charge**: -1
**Expectation value of S²**: 0.753
**Energy**: -125791.780 eV
**HOMO level (alpha / beta)**: -5.098 / -5.100 eV
**Spin multiplicity**: 2

Okay, here come the Löwdin numbers, in e, for every atom: -0.03 -0.21 0.07 0.07 0.09 -0.13 -0.12 0.10 0.07 0.08 0.07 -0.21 0.09 -0.02 -0.32 -0.10 -0.17 -0.05 -0.04 0.08 0.11 0.06 0.08 0.09 0.08 0.08 0.09 -0.10 -0.07 -0.14 -0.20 0.08 -0.35 -0.01 0.07 0.13 0.08 0.09 -0.21 -0.29 -0.10 -0.22 0.10 -0.08 0.14 -0.04 0.10 -0.10 -0.09 0.13 0.09 0.10 0.45 0.13 -0.18 -0.13 -0.19 0.00 0.03 0.04 -0.06 0.06 -0.01 0.02 0.04 0.01 0.00 -0.44 -0.06 -0.08 0.07 0.07 0.09 0.10 -0.04 0.07

No. 3
A molecular structure, C23H42N2O3P2Sn, computed with ωB97M-V/def2-TZVPD.

Atoms and positions in Å:
P  0.133  -2.369  -0.520
P  -0.491  1.487  -0.278
C  -0.108  -1.015  -1.776
C  0.356  0.425  -1.528
H  -1.153  -1.057  -2.106
H  0.496  -1.428  -2.588
H  1.443  0.462  -1.348
H  0.154  0.989  -2.443
C  -2.030  2.157  -0.992
H  -2.453  2.872  -0.269
H  -2.769  1.356  -1.147
H  -1.857  2.680  -1.941
C  0.684  2.834  0.011
H  0.628  3.581  -0.796
H  1.709  2.440  0.062
H  0.438  3.320  0.965
C  -0.914  -3.737  -1.139
H  -0.797  -4.565  -0.418
H  -0.598  -4.082  -2.137
H  -1.972  -3.442  -1.173
C  1.827  -2.931  -0.880
H  2.521  -2.413  -0.201
H  2.084  -2.698  -1.928
H  1.870  -4.024  -0.726
Sn  -0.994  -0.594  1.185
C  0.037  1.087  -4.611
C  -1.284  1.079  -4.352
C  -2.272  0.368  -5.217
C  -1.938  -1.108  -5.569
C  -1.099  -1.869  -4.585
C  0.242  -1.974  -4.662
C  1.104  -1.131  -5.554
C  0.721  0.370  -5.737
C  -1.567  -2.164  2.597
H  0.704  1.790  -4.087
H  -1.712  1.745  -3.600
H  -2.394  0.929  -6.161
H  -3.255  0.379  -4.729
H  -2.896  -1.648  -5.629
H  -1.495  -1.135  -6.576
H  -1.673  -2.452  -3.858
H  0.762  -2.813  -4.178
H  1.156  -1.593  -6.557
H  2.138  -1.154  -5.172
H  1.673  0.905  -5.885
H  0.169  0.468  -6.684
H  -0.970  -2.064  3.511
H  -1.376  -3.143  2.140
H  -2.633  -2.065  2.842
C  -0.472  -0.194  6.223
C  0.930  0.102  5.735
C  1.112  1.292  4.745
C  0.933  2.683  5.416
C  -0.405  2.975  6.061
C  2.565  1.226  4.233
O  3.498  1.840  4.735
N  2.809  0.379  3.150
C  1.861  -0.032  2.214
O  2.187  -0.491  1.115
N  0.564  0.143  2.614
C  0.163  1.055  3.557
O  -0.963  1.567  3.454
H  -0.974  0.695  6.613
H  -0.398  -0.934  7.027
H  -1.098  -0.626  5.430
H  1.586  0.274  6.601
H  1.332  -0.781  5.214
H  1.726  2.814  6.170
H  1.120  3.435  4.634
H  -0.529  2.459  7.019
H  -0.472  4.053  6.258
H  -1.198  2.697  5.358
H  3.775  0.315  2.852

Results
**Charge**: +2
**Energy**: -58048.068 eV
**HOMO level**: -14.001 eV

Okay, here come the Löwdin numbers, in e, for every atom: 0.84 0.87 -0.43 -0.38 0.08 0.04 0.11 0.03 -0.22 0.08 0.07 0.06 -0.17 0.09 0.07 0.07 -0.23 0.06 0.07 0.06 -0.20 0.04 0.07 0.07 1.30 -0.12 -0.12 -0.17 -0.17 -0.13 -0.14 -0.16 -0.16 -0.18 0.11 0.07 0.13 0.11 0.12 0.12 0.10 0.11 0.13 0.11 0.12 0.12 0.02 0.01 0.02 -0.07 -0.15 -0.27 -0.16 -0.09 -0.36 0.14 0.21 -0.53 0.00 -0.01 -0.42 0.04 0.06 0.10 0.07 0.14 0.12 0.13 0.13 0.08 0.09 0.07 0.17

Which value of energy does entry 2 give? -125791.780 eV

Among the records above, which one has the lowest energy? C23H42Cl36FNO2S2